Entry 1:
{
  "formula": "C28H84N12O6P4S2",
  "method": "ωB97M-V/def2-TZVPD",
  "homo_ha": -0.29685,
  "homo_lumo_gap_ev": 8.20,
  "relative_energy_kcal_mol": 144.4,
  "multiplicity": 1,
  "symbols": ["S", "S", "P", "P", "P", "P", "O", "O", "O", "O", "O", "O", "N", "N", "N", "N", "N", "N", "N", "N", "N", "N", "N", "N", "C", "C", "C", "C", "C", "C", "C", "C", "C", "C", "C", "C", "C", "C", "C", "C", "C", "C", "C", "C", "C", "C", "C", "C", "C", "C", "C", "C", "H", "H", "H", "H", "H", "H", "H", "H", "H", "H", "H", "H", "H", "H", "H", "H", "H", "H", "H", "H", "H", "H", "H", "H", "H", "H", "H", "H", "H", "H", "H", "H", "H", "H", "H", "H", "H", "H", "H", "H", "H", "H", "H", "H", "H", "H", "H", "H", "H", "H", "H", "H", "H", "H", "H", "H", "H", "H", "H", "H", "H", "H", "H", "H", "H", "H", "H", "H", "H", "H", "H", "H", "H", "H", "H", "H", "H", "H", "H", "H", "H", "H", "H", "H"],
  "xyz": [[7.57291, 4.31329, -0.76351], [-0.43681, 3.02413, -0.88127], [6.80817, -5.05530, -2.54369], [-1.83601, -4.32694, -4.37858], [-1.98559, 8.59114, 5.00801], [-5.41482, -1.43855, 3.46601], [-1.21017, 9.82724, 4.62463], [0.75759, 3.68117, -1.56413], [-1.21882, -3.16037, -3.64447], [7.96283, 3.95155, -2.19696], [-6.85283, -1.70917, 3.86089], [5.67903, -5.99686, -2.34339], [7.47683, -5.00557, -4.11279], [-4.94413, 0.04812, 4.03600], [8.09402, -5.33554, -1.44001], [-0.95389, 7.34571, 5.54859], [-3.05184, 8.79996, 6.28177], [-5.23126, -1.26478, 1.76626], [-2.29386, -3.92938, -5.99147], [-4.26764, -2.42474, 4.12427], [6.32906, -3.40194, -2.22529], [-2.94816, 8.06396, 3.67502], [-0.93565, -5.73650, -4.54835], [-3.21626, -4.79747, -3.56646], [-5.88160, -0.16765, 1.04770], [7.83431, -4.98579, -0.02490], [-1.88270, 3.80079, -1.69357], [7.65093, 6.08648, -0.33654], [7.36370, -2.25264, -2.45816], [-5.62870, 0.81870, 5.02307], [-1.43889, -7.04196, -5.05131], [-3.45002, 10.12674, 6.68676], [-0.69198, 1.31737, -1.76869], [-2.72165, -2.50988, -6.19659], [8.91118, -6.52062, -1.69629], [-2.84224, -2.45136, 3.72443], [-3.54797, 6.63813, 3.58588], [-0.22810, 7.54847, 6.83039], [-4.72831, -3.77568, 4.42938], [-5.24525, -2.37228, 0.89796], [-2.99537, -5.54374, -2.34330], [-2.47798, -4.85151, -7.09377], [0.37587, -5.62358, -3.95308], [-0.11871, 6.85701, 4.50381], [-4.56127, -4.81969, -4.18015], [-3.70422, 0.66286, 3.52286], [6.68375, -5.20637, -5.31378], [-2.66002, 8.75235, 2.43075], [5.71209, 4.17824, -0.98536], [5.01667, -3.11196, -1.81235], [-3.79747, 7.65232, 6.84578], [8.70197, -4.30099, -4.36177], [-6.30472, 0.11576, 5.50987], [-2.33828, -3.28799, 4.20835], [8.81475, -4.99490, 0.45129], [-4.48686, -4.94350, -5.26054], [-0.76085, 6.51202, 3.69341], [-4.92845, -4.10629, 3.41019], [5.84139, -4.51993, -5.39939], [-3.37135, 8.41180, 1.67832], [0.97865, -6.14866, -4.69406], [6.31256, -6.22803, -5.39452], [-2.97193, 6.99391, 7.11611], [0.16810, 6.59891, 7.19021], [-0.86784, -7.18943, -5.96797], [-3.51542, 0.48400, 2.46434], [-6.28234, 1.55755, 4.55944], [-2.34728, -1.48034, 3.73992], [6.95604, 6.39836, 0.44317], [-6.42727, 0.52107, 1.69269], [-4.30489, 7.99877, 7.74611], [-2.87918, -6.60457, -2.56516], [8.96003, -6.66823, -2.77515], [-0.49594, 1.54094, -2.81735], [-2.69315, -2.69718, 2.67303], [-3.78524, -2.55471, -6.43084], [-5.04822, 1.18669, 5.86907], [-4.18123, 6.48323, 4.45942], [9.88478, -6.35029, -1.23674], [0.34622, 5.89129, 4.70217], [4.65901, -2.12444, -2.10388], [-6.29941, -2.46929, 0.63824], [4.34064, -3.89008, -2.16678], [-1.68566, 0.86981, -1.78883], [-2.55221, -4.14073, -7.91680], [9.31952, -4.81288, -5.09980], [-2.92105, 3.61254, -1.42065], [5.08304, -3.16702, -0.72577], [0.66676, 8.13476, 6.62165], [7.01209, -1.61588, -3.26995], [-6.69881, -0.55996, 0.44242], [0.79168, -4.61601, -3.95574], [7.31416, 6.55234, -1.26264], [7.48178, -3.95748, 0.05514], [7.27838, -5.05682, -6.21498], [-3.34567, -5.47766, -6.88605], [-2.48428, -6.92887, -5.33848], [-2.85866, 9.82408, 2.43648], [-2.13807, -5.08153, -1.85391], [-5.23050, 0.22176, 0.26506], [-3.75614, 1.75032, 3.46973], [9.33154, -4.25390, -3.47322], [-4.86698, -3.79016, -3.99387], [-4.80422, -3.24979, 1.37080], [-4.56396, 7.13720, 6.26676], [-2.80970, 0.49896, 4.12376], [-0.82110, 8.01912, 7.61459], [8.70229, 6.35686, -0.23825], [-2.15380, -2.00567, -6.97853], [0.06169, 0.75227, -1.22029], [-5.65373, -3.97785, 4.96865], [-4.32138, 6.63275, 2.81785], [0.49703, 7.73284, 4.29913], [-4.77323, -2.06168, -0.03414], [-1.60609, -5.46312, -7.32584], [-1.93952, 4.80126, -1.26468], [-1.76494, 3.70753, -2.77317], [8.37015, -3.27409, -4.51501], [5.30241, 3.99638, 0.00822], [-4.16227, 10.49602, 5.94889], [-4.08555, 10.01800, 7.56560], [8.35463, -7.35299, -1.26558], [-2.79151, 5.85372, 3.60995], [-5.28682, -5.50165, -3.73675], [-1.68778, 8.50149, 2.00662], [-2.69798, 10.89628, 6.86088], [5.44749, 3.29349, -1.56441], [0.33708, -6.24391, -3.05766], [-2.43271, -1.94203, -5.31219], [-1.18049, -7.83031, -4.34432], [5.25865, 5.03872, -1.47737], [-3.87330, -5.49050, -1.69948], [8.36938, -2.67111, -2.49792], [7.40806, -1.65762, -1.54597], [-3.98459, -4.41755, 4.90158], [7.04147, -5.50314, 0.51532]]
}


Entry 2:
{
  "formula": "C28H28GeN5OSZn",
  "method": "ωB97M-V/def2-TZVPD",
  "homo_ha": [-0.49052, -0.48669],
  "homo_lumo_gap_ev": [4.62, 3.54],
  "charge": 2,
  "relative_energy_kcal_mol": 0.0,
  "multiplicity": 2,
  "symbols": ["Ge", "Zn", "S", "O", "N", "N", "N", "N", "N", "C", "C", "C", "C", "C", "C", "C", "C", "C", "C", "C", "C", "C", "C", "C", "C", "C", "C", "C", "C", "C", "C", "C", "C", "C", "C", "C", "C", "H", "H", "H", "H", "H", "H", "H", "H", "H", "H", "H", "H", "H", "H", "H", "H", "H", "H", "H", "H", "H", "H", "H", "H", "H", "H", "H", "H"],
  "xyz": [[0.83161, 0.22282, -1.87658], [-0.94947, 0.25633, 1.59590], [-0.61441, -2.03115, 1.38719], [1.33134, 1.31393, 0.67853], [-0.65189, -3.43004, 3.66117], [-1.53209, 2.11965, 2.26779], [0.48411, 0.62767, 0.18401], [-1.28783, -0.09414, 3.50773], [-0.97691, -1.25329, 4.05376], [-2.11529, 0.06241, -2.26857], [3.31951, -0.55963, -3.01581], [1.50847, 4.54358, -3.70240], [3.33483, -3.08708, -1.87214], [2.38510, -0.86549, -2.02185], [2.03910, 2.94024, -1.98919], [4.25229, -1.51812, -3.40505], [2.29538, 4.14155, -2.62842], [-1.84244, 4.48545, 2.13697], [-1.67544, 0.88083, 4.30970], [-3.17332, -1.65204, -3.51811], [1.12698, -4.69185, 2.40034], [-1.82094, 2.13608, 3.61839], [-1.44135, 3.27748, 1.58010], [-2.11786, 3.34706, 4.26912], [-1.98517, 0.70484, 5.71365], [0.33432, 2.43667, -3.64321], [-2.02656, -2.39828, -3.34891], [-3.23373, -0.42748, -2.86202], [-2.17167, 4.54208, 3.51355], [-0.86980, -1.94245, -2.76056], [4.09089, -2.82594, -2.96065], [-0.89657, -0.65195, -2.25291], [-0.72285, -2.22194, 3.13083], [1.09860, 2.04993, -2.55464], [-0.29265, -4.65704, 2.96207], [0.59611, 3.64447, -4.29142], [2.45542, -2.10506, -1.36255], [3.22331, 0.46390, -3.46191], [-2.00769, -3.37849, -3.85509], [-4.03348, -2.02079, -4.09814], [4.96083, -1.23915, -4.16668], [-2.22992, 0.99039, -1.71012], [0.18095, 3.89835, -5.26625], [-0.56963, -3.38333, 4.68339], [1.87938, -4.37867, 3.14644], [3.13625, 4.75745, -2.31442], [1.71225, 5.51111, -4.14206], [-1.03857, -4.86347, 2.12219], [1.32339, -5.75428, 2.19760], [-4.15115, 0.14207, -2.88975], [-1.67444, 1.61191, 6.25248], [-2.36773, 3.37608, 5.30012], [-0.43330, -5.43199, 3.72055], [-0.43176, 1.77521, -4.05620], [-1.96297, 5.42198, 1.51158], [1.90778, -2.20812, -0.42742], [-1.11053, 3.15121, 0.55642], [4.63123, -3.57845, -3.53423], [-1.46143, -0.18091, 6.13807], [2.64832, 2.70975, -1.15801], [3.27602, -4.11638, -1.48499], [0.07361, -2.52256, -2.72117], [1.17511, -4.13073, 1.47531], [-2.62131, 5.50274, 3.79647], [-3.12034, 0.55506, 5.75004]]
}


Entry 3:
{
  "formula": "C2H19NO7",
  "method": "ωB97M-V/def2-TZVPD",
  "smiles": "C=CN.O.O.O.O.O.O.O",
  "homo_ha": -0.31147,
  "homo_lumo_gap_ev": 9.01,
  "relative_energy_kcal_mol": 0.0,
  "multiplicity": 1,
  "symbols": ["O", "O", "O", "O", "O", "O", "O", "N", "C", "C", "H", "H", "H", "H", "H", "H", "H", "H", "H", "H", "H", "H", "H", "H", "H", "H", "H", "H", "H"],
  "xyz": [[-0.13999, -4.10467, 0.17138], [-0.48398, -2.66723, -2.20604], [-1.70982, 0.73179, 0.34506], [0.29221, 2.35188, -2.35354], [-1.87694, -1.33441, 1.84549], [0.90274, 2.79785, 0.30940], [-2.00734, 0.96696, -2.29208], [1.04169, -0.20630, 0.65372], [2.69698, 1.03528, 1.87856], [1.60373, 0.25443, 1.82001], [-1.85607, 0.77772, -0.63582], [-1.61250, 0.11500, -2.51965], [-0.93897, -4.59258, -0.07290], [-0.10107, -2.99768, -3.02855], [-1.21811, 1.56055, -2.33168], [0.11497, -0.59841, 0.67197], [0.11265, 3.21407, -1.96128], [1.11668, 0.02121, 2.76205], [1.58782, -0.72478, -0.02390], [1.25492, 2.19601, 0.99006], [2.98029, 1.37792, 2.86187], [1.00105, 2.02819, -1.77875], [1.47787, 3.56837, 0.32969], [-2.36408, -1.36330, 2.66850], [-0.53787, -3.27083, 0.44826], [-0.29507, -3.32739, -1.51590], [-2.11071, -0.55118, 1.28455], [3.20931, 1.24169, 0.95347], [-2.14040, 1.49980, 0.72602]]
}


Entry 4:
{
  "formula": "C22H47BN8O6P2",
  "method": "ωB97M-V/def2-TZVPD",
  "homo_ha": -0.37284,
  "homo_lumo_gap_ev": 1.10,
  "charge": 2,
  "multiplicity": 1,
  "symbols": ["P", "P", "O", "O", "O", "O", "O", "O", "N", "N", "N", "N", "N", "N", "N", "N", "C", "C", "C", "C", "C", "C", "C", "C", "C", "C", "C", "C", "C", "C", "C", "C", "C", "C", "C", "C", "C", "C", "B", "H", "H", "H", "H", "H", "H", "H", "H", "H", "H", "H", "H", "H", "H", "H", "H", "H", "H", "H", "H", "H", "H", "H", "H", "H", "H", "H", "H", "H", "H", "H", "H", "H", "H", "H", "H", "H", "H", "H", "H", "H", "H", "H", "H", "H", "H", "H"],
  "xyz": [[0.07269, -2.67175, 1.45227], [-5.51188, 2.30883, 3.04458], [3.92296, 0.28238, -0.42394], [10.86994, -1.53340, -8.42566], [5.52268, 0.78199, 1.61161], [4.85724, 2.63795, -0.03461], [-4.06509, 2.02428, 2.57230], [1.11975, -3.81231, 1.45462], [0.25622, -2.41742, -0.23379], [4.75418, 0.02555, -1.48398], [-5.30283, 4.00304, 2.87995], [-1.13106, -1.36050, 1.44956], [-1.24371, -3.66436, 1.79497], [9.98915, -1.27847, -7.44214], [-7.17519, 2.63597, 3.58754], [-6.25542, 1.63644, 1.69156], [8.89618, -2.10269, -5.01873], [-7.61309, 3.86846, 4.23106], [9.05332, -0.09123, -7.51537], [-1.19715, -4.50969, 2.97730], [9.95290, -2.26571, -6.26235], [-5.94227, 0.26390, 1.32723], [-1.16433, -0.26359, 0.49008], [-1.47438, -0.85667, 2.78024], [6.76299, -0.53626, -3.84443], [-2.35490, -4.00531, 0.93715], [-5.09105, 4.62166, 1.57682], [6.95937, -1.31404, -2.41266], [5.86862, -0.96702, -1.22008], [4.51335, 0.77545, -2.78288], [5.51353, 0.51867, -4.06322], [7.84513, -0.82441, -5.04272], [-6.99924, 2.30933, 0.65194], [7.94525, 0.19496, -6.33759], [-0.13495, -3.43242, -1.20459], [-4.29986, 4.53739, 3.81265], [1.60045, -1.93684, -0.58519], [-7.83762, 1.49315, 4.21805], [4.75927, 1.21725, 0.40917], [-0.22858, 0.30986, 0.50547], [-7.04921, 4.06061, 5.15292], [6.48088, 0.68664, 1.26937], [7.19912, 1.09846, -6.36269], [-1.98702, 0.42896, 0.70940], [-2.06931, -4.32513, 3.61428], [-3.24598, -4.26706, 1.52057], [10.70900, -3.18186, -6.23791], [9.12001, 0.61523, -8.44789], [2.33973, -2.74582, -0.58017], [-7.52671, 4.73124, 3.56311], [-1.21031, -1.57712, 3.56709], [-4.42507, 4.09006, 4.80408], [-7.35098, 0.54455, 3.95112], [-5.40700, 0.21508, 0.37376], [-2.55254, -0.69312, 2.85018], [1.93085, -1.17431, 0.12762], [5.96871, -1.49493, -0.16008], [-2.11481, -4.86324, 0.30146], [11.70441, -0.98434, -8.34565], [-8.87245, 1.42552, 3.87364], [-1.21885, -3.48515, -1.29569], [-4.80365, 5.67706, 1.67186], [-4.31551, 4.11389, 0.99628], [-1.36021, -0.61641, -0.52735], [3.61828, 1.52954, -2.82912], [5.48662, 2.58027, -0.83785], [-7.59078, 3.14290, 1.03894], [-8.67820, 3.82179, 4.49167], [-3.27699, 4.33220, 3.47701], [1.60205, -1.46595, -1.57362], [0.21023, -3.17953, -2.21573], [-5.31660, -0.22059, 2.08353], [-6.01656, 4.64547, 1.00341], [-4.41807, 5.61865, 3.93762], [7.82272, -2.06758, -2.14685], [8.80507, -2.83347, -4.09793], [5.37557, 1.05128, -5.11307], [-7.82468, 1.56131, 5.31094], [-6.33346, 2.68072, -0.13330], [-0.31379, -4.29885, 3.58836], [-2.66101, -3.16906, 0.30351], [0.25833, -4.42169, -0.95363], [-1.16934, -5.57070, 2.70986], [-0.95177, 0.07671, 3.01454], [-6.85937, -0.33091, 1.25231], [-7.72394, 1.63626, 0.17792]]
}


Entry 5:
{
  "formula": "C6H6N2O",
  "method": "ωB97M-V/def2-TZVPD",
  "smiles": "[H]/N=C(\\C#C)C=O.CC#N",
  "homo_ha": -0.35053,
  "homo_lumo_gap_ev": 9.63,
  "relative_energy_kcal_mol": 85.1,
  "multiplicity": 1,
  "symbols": ["O", "N", "N", "C", "C", "C", "C", "C", "C", "H", "H", "H", "H", "H", "H"],
  "xyz": [[-0.82436, 1.15094, -1.39219], [0.84746, -1.23113, 0.76050], [-1.85553, -0.12940, 1.72040], [0.77174, 2.29180, 1.71738], [1.12564, -1.35698, -1.80864], [-0.94097, 0.43443, 1.05865], [-1.26065, 0.40657, -0.56401], [0.83221, -1.20445, -0.39929], [-0.02416, 1.43959, 1.41746], [-2.12407, -0.27544, -0.72090], [2.12235, -1.78396, -1.93350], [1.49354, 2.99723, 2.02337], [-1.63825, -0.36022, 2.68625], [1.09406, -0.37621, -2.28792], [0.38099, -2.00277, -2.27756]]
}


Entry 6:
{
  "formula": "C7H10",
  "method": "ωB97M-V/def2-TZVPD",
  "smiles": "C#CC[C@@H]1C[C@@H]1C",
  "homo_ha": -0.36240,
  "homo_lumo_gap_ev": 10.99,
  "relative_energy_kcal_mol": 57.6,
  "multiplicity": 1,
  "symbols": ["C", "C", "C", "C", "C", "C", "C", "H", "H", "H", "H", "H", "H", "H", "H", "H", "H"],
  "xyz": [[1.35686, -0.11153, -0.58014], [1.97111, 0.17384, 0.72495], [2.40458, 0.36368, 1.83282], [-1.13775, -0.89482, -1.21926], [0.10007, -0.93991, -0.36399], [-1.30498, 1.17367, 0.32738], [-1.16185, -0.32437, 0.17321], [-0.75865, 1.70941, -0.45689], [1.14254, 0.83015, -1.09848], [-0.92784, 1.52437, 1.29365], [-1.66927, -0.90439, 0.94179], [-2.35807, 1.46357, 0.23899], [-1.64412, -1.83625, -1.41566], [0.33146, -1.92593, 0.03363], [2.78960, 0.53142, 2.81453], [-1.20406, -0.17751, -2.03492], [2.07036, -0.65539, -1.21159]]
}


DFT total energy per entry: -4387.4306; -5686.5544; -669.0137; -2462.1961; -416.8381; -272.6261 a.u.